{
  "formula": "C6H8O4",
  "method": "ωB97M-V/def2-TZVPD",
  "de_lowest_kj_mol": 532.86,
  "smiles": "CC(=C=O)OC/C(O)=C/O",
  "largest_force_ev_per_a": 7.7,
  "lumo_energy_ha": 0.0004,
  "species": ["C", "C", "C", "C", "C", "C", "O", "O", "O", "O", "H", "H", "H", "H", "H", "H", "H", "H"],
  "positions_angstrom": [[1.470506, -0.341152, -0.399076], [2.606813, 0.108932, -1.056836], [0.149657, -0.747107, -0.833731], [-1.825889, 0.529966, -0.276505], [-2.858439, -0.196577, -0.316467], [-1.959208, 1.617832, 0.861172], [1.399114, -0.126407, 0.898757], [3.542508, 0.762030, -0.122868], [-0.639462, 0.480555, -0.873985], [-3.781767, -0.866055, 0.124893], [2.996969, 0.184915, -2.042068], [-0.123897, -1.232465, -1.796324], [-0.161831, -1.450496, -0.054159], [0.350929, -0.032313, 1.131591], [-1.120509, 1.696488, 1.488774], [-2.837189, 1.409153, 1.468205], [-1.963721, 2.673083, 0.500153], [3.879264, -0.030907, 0.355608]],
  "atomic_forces_ev_per_a": [[2.897, 1.515, -3.484], [-0.851, 0.566, 3.892], [-2.149, -1.128, -2.169], [2.155, 3.366, 2.316], [-5.606, -4.638, 2.511], [-1.018, 0.573, -1.751], [-3.306, 0.744, 3.445], [-0.599, -2.311, -1.204], [1.193, -0.045, -0.735], [2.614, 2.083, -2.347], [-0.597, -0.501, -0.809], [1.212, 0.149, 0.390], [-0.681, 0.149, -0.057], [3.973, -0.249, -0.499], [1.462, -0.851, 0.923], [-0.057, 0.200, -0.043], [-0.613, -0.797, -0.337], [-0.030, 1.176, -0.041]]
}